Formula: C33H53EuF3N8O4S3
Source: OMol25
Level of theory: ωB97M-V/def2-TZVPD

Summary:
LUMO (spin up / spin down) = -0.43 / -0.43 eV
2S+1 = 8
total charge = 0
highest occupied orbital energy (spin up / spin down) = -0.2222 / -0.2433 Ha
⟨S²⟩ = 15.76

Geometry as XYZ:
```
105
Properties=species:S:1:pos:R:3:forces:R:3
Eu 9.0080 -20.1057 -0.7819 0.16 -0.83 0.18
N 6.6216 -21.1119 -2.1466 -0.28 1.23 -0.57
C 6.5048 -22.5271 -2.3490 1.94 -0.45 -1.09
C 7.7939 -22.9658 -3.1040 -0.88 0.71 0.54
N 9.0442 -22.6634 -2.4149 -0.02 0.38 -0.35
C 10.0863 -22.4099 -3.3903 1.57 -0.97 0.40
C 11.4660 -21.9282 -2.8720 -0.47 -0.37 -0.98
N 11.4176 -20.5927 -2.3091 -0.38 -0.33 0.92
C 9.4703 -23.7631 -1.5610 0.02 1.19 0.34
C 8.5759 -23.9102 -0.3471 -0.15 0.05 0.29
N 8.4882 -22.6577 0.4419 0.72 -0.23 -1.48
H 6.6725 -20.5558 -3.0285 -0.21 -0.89 0.85
H 5.8365 -20.7567 -1.6115 0.16 0.17 0.08
H 6.4865 -22.9999 -1.4025 -0.37 -0.28 0.94
H 5.6780 -22.9036 -2.9325 -0.63 0.14 -0.28
H 7.7235 -23.9877 -3.4488 0.09 -0.76 0.13
H 7.7462 -22.3821 -4.0031 0.25 0.48 -0.71
H 10.3149 -23.3231 -3.9776 -0.11 -0.08 0.11
H 9.7984 -21.7066 -4.1201 -0.88 1.04 -0.72
H 11.9036 -22.6463 -2.1950 0.14 0.09 0.45
H 12.0779 -22.0015 -3.7913 0.16 0.18 0.34
H 12.1868 -20.3617 -1.6834 -0.03 -0.34 -0.21
H 11.3556 -19.9017 -3.0131 0.03 0.72 -0.81
H 9.4945 -24.6725 -2.1434 0.02 -0.73 -0.19
H 10.4941 -23.5219 -1.2586 -0.24 -0.29 0.33
H 7.5671 -24.2638 -0.6522 0.79 0.06 0.47
H 9.0798 -24.6350 0.2771 -0.29 -0.77 0.11
H 7.6357 -22.5804 0.9384 -0.90 0.00 0.53
H 9.2464 -22.6803 1.1012 0.24 0.43 0.34
N 5.3527 -17.5413 0.4050 -0.48 0.39 -1.22
C 6.4506 -18.3108 0.4360 0.37 -0.74 -0.29
O 6.7671 -18.9167 -0.5996 0.12 0.53 0.10
C 7.2248 -18.4086 1.7111 0.15 0.09 0.13
C 8.2577 -19.5937 1.7607 -0.58 1.09 0.80
H 5.0170 -17.4206 -0.5739 -0.04 0.25 1.55
H 5.1440 -16.9075 1.1689 -0.10 -0.20 -0.51
H 6.4379 -18.2473 2.4865 0.46 -0.47 0.17
H 7.7633 -17.4511 1.7415 0.18 -0.06 -0.01
H 7.7805 -20.4005 2.3707 0.39 0.12 -0.29
H 9.1011 -19.2075 2.3932 -0.51 -0.47 -0.35
C 12.8893 -17.6001 -0.4069 -0.60 -1.27 1.38
C 11.7832 -16.9171 0.3953 0.16 -0.07 -0.55
C 12.0283 -16.4747 1.6791 0.81 -0.56 1.31
C 11.0658 -15.7590 2.4202 0.69 -0.06 -0.15
C 9.8604 -15.4730 1.8122 0.06 -0.26 -0.26
C 9.5887 -15.8969 0.4937 -0.76 0.59 0.21
C 8.3218 -15.5120 -0.2308 -0.72 0.87 1.02
C 10.5273 -16.6186 -0.2010 1.66 -0.70 0.42
N 10.2576 -17.1891 -1.4715 -0.17 0.05 0.14
C 10.5755 -16.5789 -2.5407 -0.57 0.45 1.39
C 11.2256 -15.2368 -2.5663 0.26 -0.01 -0.92
C 10.1571 -17.2011 -3.8109 0.44 -0.65 -1.73
C 10.8213 -16.6351 -5.1412 -1.74 -2.70 1.33
N 9.4042 -18.2288 -3.6980 0.60 0.67 -0.17
C 8.9396 -18.9767 -4.7823 0.62 -0.39 -1.02
C 9.7802 -19.6490 -5.6998 -0.29 0.36 0.68
C 11.2661 -19.7257 -5.5700 -0.74 2.20 0.35
C 9.1907 -20.3406 -6.7370 -0.66 -0.17 -0.10
C 7.8262 -20.4233 -6.8801 -0.42 0.58 0.99
C 7.0016 -19.8207 -5.9264 0.20 -0.22 -0.85
C 7.5564 -19.0780 -4.9182 -0.17 0.88 0.63
C 6.7038 -18.2570 -3.9927 -0.22 -0.15 0.13
H 13.7256 -17.9174 0.2387 -0.37 0.36 -0.15
H 13.2560 -16.9378 -1.1445 0.47 0.73 -0.97
H 12.5758 -18.5454 -0.8790 -0.14 0.55 0.09
H 12.9862 -16.8216 2.1797 -1.19 0.74 -0.72
H 11.3078 -15.3924 3.4368 -0.32 -0.42 -0.72
H 9.1037 -14.9608 2.3881 -0.18 0.20 -0.16
H 7.5030 -15.1906 0.4653 0.79 -0.24 -0.46
H 7.9267 -16.3001 -0.8343 -0.20 -0.81 -0.34
H 8.4803 -14.6843 -0.9269 0.16 0.14 0.10
H 11.4234 -14.8564 -1.5779 0.15 0.02 0.28
H 10.5868 -14.5215 -3.0990 0.13 -0.08 0.03
H 12.1582 -15.3406 -3.1431 -0.14 0.34 0.25
H 10.7118 -15.6017 -5.2281 -0.23 1.70 -0.06
H 10.3373 -17.1510 -6.0003 0.70 0.40 0.50
H 11.8661 -16.8756 -5.0073 0.40 -0.05 -0.48
H 11.5294 -20.6985 -5.3309 0.78 -1.82 0.70
H 11.6454 -18.9892 -4.8507 0.07 -0.59 -0.10
H 11.7104 -19.4951 -6.5056 0.53 0.24 -0.96
H 9.7580 -20.8649 -7.4721 0.75 -0.15 -0.29
H 7.4317 -20.9090 -7.7331 -0.50 -0.55 -0.58
H 5.9269 -19.8357 -5.9905 -0.24 -0.17 -0.21
H 6.5667 -17.2267 -4.2993 0.20 0.28 -0.47
H 7.1696 -18.1807 -3.0188 -0.13 -0.20 0.38
H 5.6991 -18.6620 -3.9155 -0.11 -0.19 0.16
F 11.8677 -21.4732 3.1557 -0.37 0.02 0.40
C 12.9662 -21.4793 2.4296 0.86 1.16 -0.90
F 13.7445 -22.4707 2.8088 0.24 -0.63 0.31
F 13.6716 -20.3273 2.6772 -0.77 -0.56 0.00
S 12.5947 -21.5953 0.5940 -0.61 -1.42 0.44
O 13.5330 -20.6922 0.0011 0.62 0.64 -0.57
O 12.7843 -23.0031 0.2752 -0.19 0.64 0.22
O 11.2042 -21.1598 0.4966 -0.18 0.14 0.15
S 3.8040 -21.6160 0.7051 0.19 0.07 0.40
C 3.8894 -21.1657 2.3041 0.33 0.18 -0.55
N 4.9817 -20.9073 3.0277 0.27 0.27 -0.18
C 4.8171 -20.7819 4.4689 1.09 -1.31 0.15
C 3.4412 -20.2456 4.6658 -0.96 0.70 0.64
S 2.4907 -20.9076 3.2843 -0.92 -0.25 0.03
H 5.8911 -20.9914 2.6033 0.20 0.01 -0.09
H 5.6143 -20.1923 4.9384 -0.24 0.10 -0.37
H 4.9188 -21.8119 4.8777 -0.23 0.52 0.09
H 3.4021 -19.1455 4.6101 0.11 -0.38 0.10
H 2.9689 -20.5773 5.6058 0.33 0.19 -0.37
```
Positions in Å, forces in eV/Å.

***

Formula: C33H53N2O2P2SW
Source: OMol25
Level of theory: ωB97M-V/def2-TZVPD

Summary:
LUMO (spin up / spin down) = -10.61 / -10.81 eV
2S+1 = 3
total charge = +3
relative energy (zero: lowest compared OMol25 entry of this formula, charge and spin) = 41.8 kcal/mol
highest occupied orbital energy (spin up / spin down) = -0.5618 / -0.5617 Ha
⟨S²⟩ = 2.13

Geometry as XYZ:
```
94
Properties=species:S:1:pos:R:3:forces:R:3
C -1.8988 -1.6898 -0.9659 -0.40 0.51 0.65
C 0.2849 -1.8205 -1.8192 0.07 0.76 -0.18
C -2.3059 -2.7103 -1.7975 0.14 0.24 0.31
C -0.1636 -2.6042 -2.8726 0.53 0.14 -0.47
C -1.4610 -3.0746 -2.8329 0.30 -0.35 -0.56
H -3.2901 -3.1320 -1.6524 -0.03 -0.01 -0.23
H 0.5510 -2.7394 -3.6987 -0.56 -0.60 0.46
H -1.7979 -3.7352 -3.6160 -0.15 -0.12 -0.07
N -0.6355 -1.1764 -1.0216 -0.10 -1.33 0.57
P -2.3229 0.6403 0.4769 -1.41 -0.19 -0.06
P 2.1742 -0.6687 -0.1152 0.00 -1.17 0.04
C -2.8545 -1.0414 0.0032 -0.40 -0.62 0.02
H -3.8748 -0.9779 -0.4381 0.73 -0.11 0.23
H -2.9804 -1.6447 0.9246 0.34 0.12 -0.44
C 0.5994 0.7774 1.4815 2.11 0.56 6.32
O 1.0015 0.8032 2.6123 -1.76 -0.02 -5.16
C 1.6785 -1.5656 -1.5906 -0.37 3.08 -1.99
H 2.2388 -1.3352 -2.5111 -0.02 -0.73 0.33
C 3.4801 0.7501 -0.2995 0.35 -0.38 -0.14
C 2.7929 -2.3836 0.5987 0.18 -0.08 1.17
C -3.3826 1.6470 -0.7445 0.09 0.39 0.23
C -2.9362 0.7983 2.2856 0.13 0.33 0.34
C 2.9788 2.1414 0.1335 -0.15 0.13 0.00
H 2.9591 2.2671 1.2254 -0.08 -0.10 -0.34
H 3.7077 2.8705 -0.2700 -0.35 -0.28 0.21
H 1.9917 2.4205 -0.2753 0.48 0.02 0.12
C 4.7022 0.4525 0.5921 0.04 -0.16 0.02
H 4.4041 0.4877 1.6515 0.22 -0.07 -0.34
H 5.1814 -0.5127 0.3722 -0.15 0.39 0.05
H 5.4498 1.2497 0.4331 -0.30 -0.29 0.00
C 3.8472 0.8052 -1.7865 0.19 0.00 -0.19
H 4.6711 1.5243 -1.9131 -0.22 -0.23 0.00
H 4.1797 -0.1606 -2.1889 0.02 0.22 0.12
H 3.0029 1.1642 -2.3922 0.18 -0.07 0.10
C 3.3701 -2.2683 2.0043 0.13 0.11 0.45
H 2.6327 -1.8954 2.7271 0.09 -0.16 -0.23
H 3.6775 -3.2755 2.3343 -0.11 0.34 -0.13
H 4.2525 -1.6252 2.0531 -0.15 -0.22 -0.04
C 1.5889 -3.3340 0.6401 -0.44 0.09 -0.20
H 0.7366 -2.9088 1.1806 0.16 -0.06 0.12
H 1.2625 -3.6187 -0.3641 0.09 -0.13 0.14
H 1.8741 -4.2620 1.1615 0.07 0.40 -0.15
C 3.8530 -2.8958 -0.3969 0.17 0.22 -0.38
H 3.7047 -2.5321 -1.4249 0.16 -0.26 0.35
H 4.8697 -2.6290 -0.0976 -0.15 -0.06 0.03
H 3.7811 -3.9890 -0.4551 0.05 0.20 0.17
C -2.7236 2.2493 2.7376 0.00 0.22 0.09
H -2.8464 2.3108 3.8304 0.04 -0.05 -0.35
H -1.7076 2.5879 2.4978 -0.10 0.04 0.13
H -3.4348 2.9535 2.2882 0.14 -0.26 0.16
C -2.1066 -0.1302 3.1894 0.39 -0.19 -0.12
H -1.9290 -1.1196 2.7540 0.00 0.08 0.16
H -1.1255 0.2963 3.4256 -0.29 -0.14 -0.07
H -2.6260 -0.2960 4.1498 0.10 0.19 -0.47
C -4.4214 0.4080 2.4371 -0.24 0.04 -0.35
H -4.6539 0.3144 3.5105 0.22 0.07 -0.38
H -5.1020 1.1624 2.0245 0.25 -0.29 0.16
H -4.6556 -0.5602 1.9746 0.01 0.18 0.17
C -3.0104 1.1949 -2.1684 -0.08 -0.11 -0.13
H -3.7475 1.6102 -2.8746 0.30 -0.11 0.23
H -2.0259 1.5673 -2.4673 -0.22 -0.13 -0.02
H -3.0203 0.1056 -2.2962 -0.12 0.23 -0.07
C -2.9919 3.1172 -0.5609 -0.10 0.37 -0.16
H -1.9048 3.2462 -0.5905 -0.33 0.11 0.11
H -3.4145 3.7094 -1.3876 0.04 -0.10 0.28
H -3.3634 3.5274 0.3860 0.08 -0.07 -0.40
C -4.9098 1.4898 -0.5449 -0.22 -0.03 0.05
H -5.2307 0.4555 -0.3586 0.05 0.30 -0.05
H -5.3001 2.1195 0.2687 0.28 -0.25 -0.29
H -5.4335 1.8125 -1.4632 0.36 -0.07 0.33
W 0.0457 0.6763 -0.3603 -0.57 -1.04 0.21
N 0.0242 2.3169 -1.5123 -0.44 3.73 -2.36
C 0.0831 3.0951 -2.4465 1.62 -4.77 2.33
C 0.6055 3.1351 -3.7612 0.03 1.79 -0.32
C 0.6737 4.3410 -4.4785 0.15 0.06 -1.09
C 1.0943 1.9430 -4.3333 -0.08 -0.66 0.02
C 0.9761 4.2735 -5.8514 0.02 0.18 0.38
H 0.5642 5.2946 -3.9506 -0.41 -0.34 -0.45
C 1.4350 1.8891 -5.6756 -0.07 -0.22 0.70
H 1.2252 1.0766 -3.6817 -0.31 0.05 -0.32
C 1.3156 3.0414 -6.4469 -0.39 0.71 0.17
H 0.9384 5.1936 -6.4538 0.15 -0.56 0.34
H 1.7712 0.9431 -6.1071 -0.07 0.41 0.10
H 1.4868 2.9763 -7.5162 0.08 0.16 0.10
C -0.0933 -4.0519 5.4589 -0.14 0.15 0.25
S 0.8048 -2.7159 4.6588 0.47 -0.26 0.15
C 0.5170 -1.4039 5.8537 -0.28 -0.09 0.24
O 0.0332 -2.3661 3.4229 -0.28 0.28 -0.39
H -1.0184 -3.6491 5.8954 0.22 -0.26 -0.16
H 0.5466 -4.4919 6.2353 -0.21 0.12 -0.18
H -0.3175 -4.7973 4.6854 0.13 0.24 0.22
H 1.1773 -1.5659 6.7189 -0.24 0.06 -0.26
H 0.7599 -0.4473 5.3700 -0.02 -0.36 0.14
H -0.5395 -1.4316 6.1630 0.37 0.15 -0.07
```
Positions in Å, forces in eV/Å.

***

| no. | energy (hartree) |
| --- | --- |
| 1 | -4232.821793 |
| 2 | -2696.135574 |